1.
Entry from OMol25: a 10-piece molecular cluster, C41H61NO21S2 overall at a distorted geometry (ωB97M-V/def2-TZVPD).

Summary:
F_max ... 0.1248 Eh/bohr
Frontier orbital gap ... 9.126 eV

Structure (XYZ):
```
126
Properties=species:S:1:pos:R:3:forces:R:3
O -0.87360 -6.06268 -0.42689 -3.872 -0.355 -2.598
S -1.74500 -6.43237 -1.61313 6.092 -1.318 1.533
O -0.87045 -7.29664 -2.50302 -3.695 1.901 1.326
C -2.33721 -4.94714 -2.52797 -0.577 0.930 -0.763
C -3.61068 -5.19571 -3.47693 -0.260 0.471 0.133
C -4.56965 -6.40830 -3.04015 -0.038 0.115 -1.041
C -3.84500 -7.61660 -2.28864 -1.434 -0.908 -1.373
N -4.95282 -8.56026 -1.84178 -1.271 2.407 5.138
C -5.49589 -8.09427 -0.75549 -0.543 1.239 -3.217
S -6.39340 -7.07671 0.21885 2.221 -2.971 -1.826
O -3.12317 -7.24653 -1.08009 1.875 1.567 -2.048
H -1.47401 -4.62711 -3.21972 -1.025 -0.741 1.444
H -2.55277 -4.10150 -1.78183 0.445 -1.566 -0.795
H -4.24852 -4.24002 -3.41123 1.045 -1.405 -0.108
H -3.25205 -5.25343 -4.56499 -0.520 -0.345 1.711
H -5.47938 -5.98978 -2.47773 1.603 -0.827 -0.363
H -4.99620 -6.84888 -4.01558 0.722 0.471 1.577
H -3.19283 -8.24401 -2.99586 -0.764 1.249 1.118
O -0.04053 -0.34496 1.36343 -0.148 -0.505 -0.506
C 0.20540 -1.50806 1.57562 -0.219 0.358 0.145
O -0.16688 -2.51925 0.75333 -0.001 0.857 0.049
C 0.18423 -3.77452 1.35331 0.201 -0.773 0.038
C 1.28256 -3.44930 2.33812 0.364 -0.307 0.303
C 0.91320 -2.05091 2.78735 0.418 -0.247 -0.203
H -0.70271 -4.18801 1.84112 0.033 0.042 -0.083
H 0.51774 -4.46848 0.58239 -0.276 0.213 -0.034
H 1.35517 -4.16729 3.15477 -0.082 0.095 -0.100
H 2.24826 -3.42615 1.82270 -0.093 -0.006 0.011
H 0.21933 -2.06371 3.62954 0.061 0.099 -0.080
H 1.79658 -1.45800 3.02492 -0.298 0.203 0.150
O 2.27628 1.84626 4.74790 0.161 0.604 -0.286
C 1.88883 2.57718 3.87090 -0.135 -0.497 0.696
O 2.35605 3.83884 3.67209 0.086 -0.528 0.309
C 1.60610 4.46369 2.62065 0.086 0.385 -0.286
C 1.01918 3.32417 1.82101 -0.297 -0.074 -0.492
C 0.80416 2.26005 2.87751 0.262 0.030 -0.473
H 0.83503 5.09673 3.07048 0.045 -0.012 -0.009
H 2.26546 5.08551 2.01935 -0.032 -0.116 0.316
H 0.11041 3.59906 1.28336 0.109 0.072 0.041
H 1.75053 2.97031 1.08761 -0.080 0.064 0.044
H -0.16808 2.36200 3.36604 0.048 -0.147 0.047
H 0.92695 1.25758 2.46792 -0.245 0.062 0.366
O -4.15953 -8.75573 -5.40805 0.464 -0.550 0.061
C -4.18983 -9.95786 -5.46034 -0.213 0.830 -0.207
O -3.09713 -10.73593 -5.68165 -0.170 0.437 0.142
C -3.50285 -12.10555 -5.79157 0.184 -0.501 -0.097
C -4.83479 -12.18376 -5.08192 -0.379 -0.455 0.233
C -5.42251 -10.81217 -5.34017 -0.069 -0.410 0.337
H -3.58085 -12.36196 -6.85228 0.014 0.048 0.043
H -2.75358 -12.74855 -5.32716 0.093 0.238 -0.108
H -5.46259 -13.00401 -5.43356 0.120 0.032 -0.003
H -4.67531 -12.31816 -4.00757 0.000 -0.010 -0.111
H -5.97421 -10.77574 -6.28249 -0.017 0.137 0.070
H -6.05027 -10.48100 -4.51324 -0.019 0.250 -0.264
O 1.64736 6.80384 0.80338 0.026 0.975 -0.337
C 2.38593 7.71315 1.08743 -0.208 -0.657 -0.275
O 2.31252 8.95836 0.53880 -0.268 -0.656 0.106
C 3.40716 9.75208 1.02015 0.291 0.585 -0.034
C 3.83877 9.09694 2.30979 0.442 0.130 0.485
C 3.54099 7.63656 2.05051 0.003 0.328 0.367
H 4.19923 9.74701 0.26571 -0.061 -0.025 0.027
H 3.07446 10.77932 1.17641 -0.112 -0.140 -0.199
H 4.88085 9.29388 2.56421 -0.125 0.105 -0.046
H 3.21634 9.45736 3.13513 0.071 0.015 -0.073
H 4.37800 7.13100 1.56299 -0.099 -0.114 0.044
H 3.25559 7.11610 2.96460 0.069 -0.267 -0.256
O -0.21105 -6.11236 -6.55736 0.763 -0.056 -0.208
C 0.73668 -6.83663 -6.39745 -1.019 0.213 -0.042
O 1.86049 -6.79837 -7.16529 -0.284 0.226 0.077
C 2.73801 -7.86135 -6.77654 0.437 -0.197 -0.106
C 2.33170 -8.21647 -5.36477 0.225 -0.327 0.442
C 0.84402 -7.93216 -5.37174 0.425 0.002 0.388
H 2.60325 -8.69637 -7.47074 -0.016 0.048 0.015
H 3.77335 -7.52064 -6.83092 -0.168 0.117 -0.187
H 2.58125 -9.24265 -5.09003 0.038 0.081 -0.077
H 2.82973 -7.54738 -4.65614 -0.016 -0.082 -0.073
H 0.26599 -8.79546 -5.71001 -0.126 0.117 0.057
H 0.49527 -7.59260 -4.39625 -0.334 -0.106 -0.246
O -4.94552 -1.06188 -1.39344 0.103 0.723 -0.130
C -4.20493 -0.15569 -1.10908 -0.259 -0.850 -0.216
O -4.27746 1.08714 -1.66004 -0.247 -0.402 0.038
C -3.18487 1.88243 -1.18204 0.192 0.421 -0.017
C -2.75439 1.22839 0.10966 0.456 0.272 0.511
C -3.05116 -0.23131 -0.14562 0.040 0.324 0.314
H -2.39215 1.87532 -1.93607 -0.052 -0.027 0.020
H -3.51761 2.91059 -1.02961 -0.137 -0.135 -0.207
H -1.71191 1.42461 0.36446 -0.081 -0.044 -0.051
H -3.37749 1.59048 0.93389 0.047 0.010 -0.085
H -2.21332 -0.73740 -0.63091 -0.056 -0.101 0.115
H -3.33667 -0.74866 0.76969 0.074 -0.267 -0.273
O 5.27050 11.80336 3.94374 -0.664 0.380 -0.056
C 4.33569 12.16437 4.60939 0.946 -0.200 -0.249
O 3.50721 13.18666 4.26484 0.274 -0.328 -0.140
C 2.57420 13.42162 5.32645 -0.398 0.332 0.147
C 2.52753 12.12905 6.10832 -0.360 -0.264 0.442
C 3.93710 11.59896 5.94618 -0.505 -0.155 0.128
H 2.93603 14.25963 5.92937 0.007 -0.043 -0.050
H 1.60063 13.68207 4.90833 0.221 0.075 -0.146
H 2.22646 12.26545 7.14812 -0.014 0.057 -0.110
H 1.81942 11.43786 5.64041 0.031 0.092 0.053
H 4.61017 11.98945 6.71288 0.078 -0.118 -0.084
H 3.95857 10.50957 5.93365 0.356 0.122 0.024
O 4.81251 8.53476 -5.19756 -0.276 -0.338 0.652
C 3.84438 8.37075 -4.50327 0.626 0.068 -0.839
O 3.76203 7.43071 -3.52162 0.253 0.290 -0.276
C 2.43957 7.43599 -2.96934 -0.273 -0.329 0.425
C 1.87921 8.79819 -3.29169 -0.526 0.446 0.163
C 2.54527 9.12509 -4.61159 -0.246 0.209 0.415
H 1.86446 6.62937 -3.43367 0.052 0.026 0.008
H 2.48950 7.26019 -1.89361 0.141 -0.125 -0.149
H 0.78911 8.81498 -3.33499 0.087 -0.064 0.074
H 2.19782 9.51880 -2.53200 -0.071 -0.102 -0.020
H 1.97792 8.73814 -5.46123 0.123 0.087 -0.057
H 2.72031 10.19490 -4.72102 0.082 -0.170 -0.324
O 0.92556 -3.47957 5.39930 -0.627 -0.059 0.613
C 0.41250 -2.83091 6.27458 0.472 -0.182 -0.639
O -0.83740 -3.06125 6.75779 0.360 -0.172 -0.283
C -1.17462 -2.04333 7.70815 -0.387 0.186 0.329
C 0.14849 -1.48844 8.18296 0.207 0.357 0.471
C 1.02309 -1.63596 6.95541 0.008 0.042 0.488
H -1.78680 -1.28763 7.20707 0.036 -0.052 -0.005
H -1.75164 -2.48041 8.52460 -0.031 -0.125 -0.252
H 0.07840 -0.46393 8.55164 -0.069 -0.094 -0.031
H 0.54310 -2.11137 8.99175 -0.075 0.067 -0.053
H 0.94574 -0.76995 6.29282 0.162 -0.063 -0.063
H 2.06243 -1.82479 7.22184 -0.019 0.077 -0.382
```
Positions in Å, forces in eV/Å.

=====

2.
Entry from OMol25: a 2-piece molecular cluster, CH4N3O2S overall at a distorted geometry (ωB97M-V/def2-TZVPD).

Summary:
Net charge ... +1
F_max ... 0.0961 Eh/bohr
Energy above the lowest of the compared OMol25 structures with the same formula, charge and spin ... 1.516 eV
Frontier orbital gap (spin up / spin down) ... 8.824 / 8.823 eV

Structure (XYZ):
```
11
Properties=species:S:1:pos:R:3:forces:R:3
C 1.92015 -0.44360 -0.01824 -1.630 4.597 0.787
N 2.19447 -1.54121 -0.13476 0.345 -3.983 -1.782
N -1.80546 0.25474 -0.04203 1.019 -0.917 0.477
N 1.60204 0.77483 0.22479 1.343 2.211 1.204
O -3.06652 0.68007 -0.14140 -0.117 0.641 0.141
O -0.99248 1.13333 0.11698 -0.857 0.530 -0.399
S -1.48858 -1.36103 -0.08444 -0.230 0.425 -0.060
H 2.25391 -2.21075 -0.93005 0.423 0.580 1.113
H -3.59489 -0.08343 0.12065 -0.489 -0.419 -0.203
H 2.24445 1.43424 0.72411 0.285 -1.418 -0.734
H 0.73292 1.36281 0.16440 -0.091 -2.246 -0.545
```
Positions in Å, forces in eV/Å.

=====

> Which of these has the lowest F_max?

CH4N3O2S

=====

> Number 2 is which compound?

CH4N3O2S

=====

> The highest F_max belongs to which entry?

C41H61NO21S2